# 1
Entry from the OMol25 dataset: a structure of composition C44H52FeN4OP3S2Te in a non-equilibrium geometry (ωB97M-V with the def2-TZVPD basis set).

Geometry as ORCA input:
```
! RIJCOSX wB97M-V def2-TZVPD def2/J DEFGRID3
* xyz 2 6
Fe 0.46 1.32 -0.25
C 1.85 1.02 2.49
C 3.66 0.77 0.68
N 2.84 1.18 -0.47
C 3.42 2.22 -1.30
C 3.08 3.62 -0.80
S 1.27 3.73 -0.50
C 1.24 4.24 1.26
C 0.60 3.17 2.15
N 0.91 1.82 1.73
H 1.79 1.26 3.56
H 0.46 -0.57 2.77
H 3.57 -0.31 0.81
H 4.72 0.98 0.49
H 2.75 0.36 -1.07
H 3.00 2.10 -2.30
H 4.52 2.13 -1.37
H 3.34 4.36 -1.55
H 3.60 3.86 0.12
H 0.66 5.16 1.31
H 2.26 4.48 1.55
H -0.48 3.32 2.11
H 0.93 3.34 3.18
H 0.06 1.31 1.49
Te -0.31 -2.28 -1.79
C -0.86 -4.25 -1.10
C -1.92 -4.47 -0.22
C -2.18 -5.77 0.19
N -1.47 -6.80 -0.23
C -0.48 -6.60 -1.07
C -0.13 -5.34 -1.54
C -0.44 -1.50 0.20
P -1.58 -0.13 0.38
C -1.87 -0.18 2.18
C -1.87 -1.41 2.84
C -2.06 -1.46 4.21
C -2.26 -0.29 4.92
C -2.28 0.93 4.27
C -2.09 0.99 2.90
C -3.19 -0.72 -0.25
C -3.40 -0.78 -1.63
C -4.59 -1.27 -2.14
C -5.61 -1.65 -1.28
C -5.44 -1.51 0.09
C -4.24 -1.05 0.60
P 1.25 -0.97 0.51
C 1.48 -0.46 2.35
C 3.27 1.41 2.02
C 4.32 1.05 3.03
C 4.42 -0.10 3.68
C 3.56 -1.26 3.62
C 2.35 -1.42 3.07
C 2.14 -2.56 0.35
C 1.60 -3.72 0.91
C 2.25 -4.93 0.76
C 3.45 -4.99 0.07
C 3.98 -3.85 -0.51
C 3.32 -2.64 -0.37
H -2.54 -3.65 0.13
H -2.99 -5.99 0.87
H 0.06 -7.48 -1.40
H 0.69 -5.22 -2.22
H -1.72 -2.32 2.27
H -2.04 -2.41 4.72
H -2.40 -0.33 5.99
H -2.45 1.84 4.83
H -2.11 1.93 2.37
H -2.63 -0.42 -2.31
H -4.74 -1.35 -3.21
H -6.54 -2.02 -1.67
H -6.24 -1.77 0.77
H -4.13 -0.96 1.67
H 3.27 2.50 1.91
H 5.08 1.81 3.19
H 5.26 -0.21 4.36
H 3.96 -2.12 4.14
H 1.89 -2.40 3.19
H 0.66 -3.66 1.45
H 1.82 -5.82 1.19
H 3.97 -5.93 -0.03
H 4.90 -3.90 -1.07
H 3.74 -1.76 -0.85
S 0.51 0.61 -2.51
C 0.55 0.99 -4.17
N -0.32 0.32 -4.97
C -0.36 0.48 -6.31
C 0.49 1.34 -6.93
C 1.41 2.07 -6.14
C 1.43 1.90 -4.78
H -0.92 -0.36 -4.52
H -1.10 -0.10 -6.84
H 0.47 1.47 -8.00
H 2.10 2.75 -6.62
H 2.12 2.46 -4.17
C -4.04 2.94 0.12
P -2.48 3.46 -0.67
C -2.22 5.20 -0.19
C -2.75 3.39 -2.47
O -1.33 2.59 -0.25
H -4.88 3.50 -0.28
H -3.98 3.10 1.19
H -4.19 1.87 -0.08
H -3.09 5.80 -0.45
H -1.34 5.59 -0.70
H -2.06 5.25 0.88
H -3.51 4.09 -2.78
H -3.05 2.38 -2.73
H -1.81 3.63 -2.97
*
```

## Properties
molecular weight	993.428	g/mol
E_tot	-5353.78273	a.u.
expectation value of S²	8.7775

***

# 2
Entry from the OMol25 dataset: a cluster of 2 separate species, C2H3FNO3 in total (ωB97M-V with the def2-TZVPD basis set).

Geometry as ORCA input:
```
! RIJCOSX wB97M-V def2-TZVPD def2/J DEFGRID3
* xyz -1 1
C -1.15 0.53 0.02
C -0.89 -0.84 -0.54
N 1.81 0.43 0.39
O -1.81 1.28 -0.71
O -0.63 0.78 1.13
O 1.48 -0.22 -0.71
F -0.71 -1.91 0.25
H -1.09 -1.11 -1.57
H 1.77 -0.18 1.21
H 1.21 1.25 0.53
*
```

## Properties
molecular weight	108.048	g/mol
E_tot	-458.27725	a.u.

***

# 3
Entry from the OMol25 dataset: the ion C7H13N2 with charge +1 in a non-equilibrium geometry (ωB97M-V with the def2-TZVPD basis set).

Geometry as ORCA input:
```
! RIJCOSX wB97M-V def2-TZVPD def2/J DEFGRID3
* xyz 1 1
C -0.98 0.14 -1.98
C -0.39 -0.45 -0.76
N -0.55 -1.69 -0.48
C -0.18 -2.35 0.68
N 0.22 -1.70 1.71
C 0.91 -0.49 1.46
C 0.23 0.40 0.34
C 1.40 1.24 -0.26
C -0.87 1.39 0.85
H -0.10 0.16 -2.65
H -1.22 1.17 -1.73
H -1.85 -0.39 -2.35
H -0.88 -2.33 -1.22
H -0.44 -3.31 0.65
H 0.89 0.07 2.46
H 1.98 -0.76 1.23
H 2.06 0.38 -0.51
H 1.84 1.71 0.62
H 1.21 1.92 -1.00
H -0.37 2.28 1.13
H -1.33 0.89 1.65
H -1.58 1.71 0.15
*
```

## Properties
SMILES string	CC1=[NH+]C=NCC1(C)C
molecular weight	125.195	g/mol
E_tot	-383.73184	a.u.